56
Properties=species:S:1:pos:R:3:forces:R:3 method="wB97M-V/def2-TZVPD" energy_ev=-97020.340 relative_energy_kcal_mol=48.84 mol_weight_da=553.53 orbital_gap_ev="5.719 / 5.613" charge=+2 lumo_ev="-7.65 / -7.74" spin_multiplicity=5
C 1.567968 -5.100973 -1.588810 -0.04 0.00 0.01
C 0.764676 -3.390978 -0.103512 -0.01 0.18 -0.26
C 3.420612 5.098809 0.307689 -0.05 0.03 -0.03
H -4.031766 -3.099891 -2.736207 0.01 0.00 0.02
C -4.036451 3.550501 -0.293144 -0.29 0.14 -0.05
C 0.507932 -4.460626 -0.957417 0.07 0.08 -0.05
N -0.460860 3.416514 0.117387 0.29 0.72 -0.09
C 2.076265 -2.976516 0.130035 0.03 -0.08 0.04
C -3.503244 1.102791 0.829396 0.05 0.00 -0.07
H 4.416785 0.759281 0.919489 0.01 0.01 0.01
H 2.222207 0.039925 0.981842 -0.03 0.03 -0.07
C 4.084410 2.802462 0.606134 -0.02 -0.16 0.01
C 5.744475 4.499311 0.469697 0.01 0.02 0.00
H -4.211257 4.519747 -0.742052 -0.03 -0.02 0.05
C -4.824626 1.469106 0.603027 -0.05 0.01 0.05
H 6.784966 4.795316 0.469729 -0.02 0.00 0.02
H -0.505487 -4.798535 -1.126150 0.01 0.00 -0.03
C -2.118809 -3.178979 0.060481 -0.05 0.18 -0.16
H 2.635959 5.835586 0.202015 0.02 -0.03 -0.04
H 4.144418 -3.297780 -0.330077 -0.02 -0.02 0.01
H 1.372773 -5.935162 -2.249697 0.00 0.01 0.02
C -2.856249 -4.082449 0.820299 -0.06 0.01 -0.01
N -2.496628 1.919610 0.523730 -0.06 0.05 -0.15
C -3.703343 -3.368262 -1.740313 0.06 0.03 0.02
N 1.439789 1.924406 0.620737 -0.12 0.28 -0.16
C -2.761689 3.149736 -0.001686 0.28 -0.01 0.05
C 1.707112 3.288304 0.375092 -0.04 -0.14 0.03
H 3.687035 -5.168331 -1.877290 0.00 0.01 0.01
N 3.699493 1.458110 0.777245 0.20 0.17 0.03
H 2.267239 -2.189837 0.853629 -0.01 -0.04 -0.04
H -4.588834 -5.339915 0.873319 0.01 0.02 -0.01
C -4.016744 -4.630849 0.289473 0.01 -0.02 0.03
H 5.019352 6.510040 0.236346 -0.01 -0.02 -0.01
C 2.446272 1.084344 0.802391 -0.20 0.01 0.01
C 3.076730 3.748786 0.433078 -0.07 0.02 0.00
C 5.421043 3.165061 0.619165 0.11 -0.05 0.03
H -2.523448 -4.349805 1.815154 -0.01 0.00 -0.01
C 4.746487 5.467628 0.328146 0.06 0.00 0.01
C -5.092436 2.685521 0.009642 0.00 0.04 -0.02
S -0.446037 -2.541961 2.674750 0.03 0.05 -0.05
C 2.867149 -4.670595 -1.376647 -0.01 0.01 0.02
C 3.124005 -3.611012 -0.509970 0.00 0.01 0.01
C -1.566499 3.985583 -0.183650 -0.22 0.04 0.03
H -1.591315 5.022283 -0.503713 -0.08 0.01 0.01
H 6.193878 2.417274 0.751727 -0.01 0.02 -0.02
H -3.242012 0.141716 1.251671 0.02 -0.02 -0.03
H -5.618711 0.794427 0.890959 0.02 -0.01 -0.05
H -6.111335 2.973169 -0.213240 0.01 0.03 0.02
P -0.578388 -2.570873 0.753582 -0.15 -0.51 1.02
S -0.475523 -0.556999 0.011244 0.21 0.07 -0.95
C -2.540843 -2.819100 -1.222962 -0.04 -0.10 0.03
C -4.438318 -4.274470 -0.982884 0.00 0.00 0.01
N 0.734001 4.097902 0.091164 -0.13 -0.18 0.01
Mn -0.528356 1.521050 0.448382 0.29 -0.86 0.71
H -5.342934 -4.706830 -1.390286 0.01 0.00 0.00
H -1.960907 -2.123594 -1.818115 -0.01 -0.02 0.00